Record 1
Formula: C7H13N2O
Source: the Open Molecules 2025 dataset
Level of theory: ωB97M-V/def2-TZVPD

Each line ends with the Löwdin charge.
Cartesian coordinates (Å):
O  1.6723  0.0383  -2.2336  0.053
N  4.0110  -1.0942  -2.4052  0.030
N  -1.7317  0.4093  0.7879  0.093
C  0.1245  1.0372  -0.9276  -0.050
C  -0.7733  -1.6060  3.2137  0.074
C  -4.1189  1.2540  0.8332  0.115
C  -0.5969  1.3725  0.4244  -0.077
C  1.2692  0.3396  -1.0828  -0.289
C  -0.6931  -1.9784  2.0553  -0.013
C  -2.9540  0.7213  0.6991  -0.054
H  3.8334  -1.7546  -3.1098  0.027
H  -1.5146  -0.5965  1.1153  0.095
H  -1.0769  2.3390  0.5074  0.123
H  4.6332  -1.6629  -1.7504  0.092
H  -0.9584  -2.6672  1.2295  0.081
H  4.6245  -0.2827  -2.7386  0.104
H  0.0651  1.1844  1.2008  0.086
H  -0.4108  1.4213  -1.7015  0.064
H  -4.2896  1.7434  1.9056  0.161
H  2.6096  -0.3523  -2.0596  0.050
H  -4.9881  1.0819  0.2241  0.085
H  1.6075  0.0412  -0.1040  0.126
H  -0.3439  -0.9886  3.9167  0.025

## Properties
* orbital gap: 8.04 eV
* net charge: +1
* ΔE to the lowest compared entry with this formula, charge and spin: 6.910 eV
* multiplicity: 1
* LUMO: -3.699 eV

=====

Record 2
Formula: C28H42AlF6N3O26S6
Source: the Open Molecules 2025 dataset
Level of theory: ωB97M-V/def2-TZVPD

Each line ends with the Löwdin charge.
Cartesian coordinates (Å):
S  9.9234  12.4596  9.4188  0.520
S  11.8204  16.9826  11.9891  0.648
S  12.2754  10.1793  18.3828  0.538
S  14.3530  17.0067  13.4948  0.657
S  7.4918  13.3168  9.9283  0.454
S  13.9553  12.1758  19.6458  0.846
Al  12.7122  15.2495  14.7804  0.120
F  12.2493  11.0643  16.9572  -0.206
F  6.7063  13.1092  11.1805  -0.134
F  10.9013  13.7195  9.2969  -0.220
F  13.3385  14.6564  16.3350  -0.150
F  15.0961  16.6620  12.1630  -0.108
F  11.2812  15.5960  11.8807  -0.047
O  10.8302  11.2884  9.5833  -0.381
O  14.8185  12.8421  12.3667  0.074
O  12.9578  9.1003  14.0015  0.056
O  11.1584  17.3870  15.5415  0.103
O  13.2819  13.8204  13.4239  0.135
O  11.6157  7.2947  13.8834  0.056
O  15.5417  13.0294  5.9842  0.097
O  7.6777  16.2363  13.0509  0.107
O  15.2700  12.7562  19.3337  -0.244
O  13.1505  12.9200  20.5824  -0.233
O  14.6097  15.8088  14.4413  -0.247
O  9.5823  13.2927  16.1508  0.079
O  7.1104  16.7347  15.1747  0.020
O  6.8728  12.5512  8.9468  -0.240
O  11.1729  10.4775  19.1439  -0.206
O  7.6606  14.7574  9.7874  -0.291
O  9.5161  12.2710  7.9850  -0.346
O  10.3644  16.4149  19.1114  -0.030
O  15.6266  15.0333  7.0929  0.026
O  11.1969  19.1551  17.0034  0.042
O  11.2789  14.5117  18.4162  0.116
O  12.8520  17.2925  11.0227  -0.236
O  10.9803  14.5837  14.9715  0.088
O  10.9965  17.9595  12.6556  -0.214
O  12.5647  8.8344  18.0666  -0.206
O  14.9048  18.2049  13.9480  -0.176
N  12.8397  16.6999  13.3284  -0.261
N  13.6265  10.9206  18.7930  -0.295
N  8.8540  12.5786  10.5813  -0.308
C  14.7519  14.3544  9.2353  -0.127
C  7.7056  18.9523  15.3775  -0.120
C  9.2234  11.4708  14.7195  -0.048
C  7.7933  17.6251  16.1050  -0.156
C  11.6778  19.1510  18.3704  -0.151
C  8.6388  15.6339  20.5785  -0.140
C  9.0556  16.8494  19.7112  -0.113
C  15.5478  11.5785  12.4073  -0.074
C  9.1790  14.4966  19.7151  -0.071
C  12.7011  6.0078  12.1254  -0.132
C  11.6507  17.9515  16.4881  -0.431
C  15.1277  15.4993  8.3338  -0.193
C  12.9947  18.4317  18.3343  -0.115
C  15.3104  13.6958  6.9711  -0.442
C  15.2271  11.0096  13.7806  -0.134
C  8.6939  12.2156  15.9823  -0.116
C  14.5313  13.1763  8.1916  -0.038
C  7.5941  17.0489  13.9620  -0.481
C  14.6736  12.1386  14.6428  0.005
C  10.1907  12.5131  13.8683  0.042
C  8.0356  18.4809  13.9263  -0.062
C  10.3772  15.0337  19.0200  -0.450
C  13.5077  7.1815  12.6414  -0.088
C  10.2028  13.5374  14.9988  -0.246
C  12.7997  17.4134  17.2178  -0.087
C  11.5151  6.0561  13.0707  -0.090
C  14.2022  13.0626  13.5006  -0.418
C  12.6431  8.0096  13.5178  -0.508
H  13.2091  5.0760  12.3247  0.109
H  13.8127  19.1229  18.1089  0.128
H  9.1741  15.7896  21.5551  0.135
H  7.2815  17.6312  17.0900  0.113
H  9.8906  10.6780  14.9928  0.097
H  15.1488  11.1023  11.4974  0.145
H  12.4962  6.0623  11.0514  0.127
H  7.4476  19.0112  13.1876  0.128
H  8.2875  17.0780  18.8484  0.132
H  11.1912  12.0901  13.9401  0.113
H  13.8308  14.5423  9.7794  0.102
H  10.9270  18.5863  18.9575  0.098
H  8.4421  19.6868  15.7030  0.111
H  7.6074  15.6413  20.7701  0.096
H  12.6552  16.3803  17.4979  0.100
H  13.1518  17.9141  19.2650  0.119
H  16.1400  10.6497  14.1958  0.114
H  14.2680  6.8429  13.4058  0.157
H  15.7996  16.2297  8.7541  0.123
H  14.0320  7.8471  11.9168  0.141
H  15.5226  12.5963  15.1596  0.146
H  8.4287  11.1850  14.0464  0.112
H  8.3851  14.4088  18.9444  0.144
H  6.6837  19.3526  15.4225  0.122
H  16.5789  11.7847  12.3221  0.113
H  8.8105  17.2293  16.2532  0.111
H  9.0226  18.6355  13.5458  0.086
H  9.1940  17.7786  20.3252  0.130
H  13.6326  17.2883  16.5550  0.113
H  14.5822  10.1890  13.6122  0.063
H  10.5312  6.1679  12.6657  0.121
H  15.6127  14.1255  9.8367  0.098
H  9.3688  13.5134  20.1176  0.129
H  13.4859  13.1112  7.9201  0.116
H  14.7913  12.1102  8.3520  0.128
H  8.8762  11.5572  16.8083  0.120
H  11.4937  5.2348  13.7618  0.120
H  7.6743  12.5454  15.9835  0.131
H  11.7195  20.1837  18.7807  0.141
H  13.8270  11.9176  15.2978  0.113
H  14.2555  16.0383  8.0477  0.117
H  10.1421  12.6752  12.7851  0.116

## Properties
* orbital gap: 5.87 eV
* multiplicity: 1
* LUMO: -2.450 eV

=====

Record 3
Formula: C15H33N3OTlV
Source: the Open Molecules 2025 dataset
Level of theory: ωB97M-V/def2-TZVPD

Each line ends with the Löwdin charge.
Cartesian coordinates (Å):
Tl  -0.7445  -2.8086  -1.7846  1.136
V  0.0490  -0.0897  -0.2670  0.887
O  0.2952  2.6117  -3.5533  0.226
N  -0.0783  0.8966  -1.9144  0.027
N  1.5893  -1.1251  -0.1698  -0.155
N  -1.3866  -1.2167  0.2556  -0.263
C  1.6460  -2.5789  0.1218  -0.162
C  0.1091  1.8082  -2.7060  -0.358
C  2.9224  -0.5973  -0.5865  -0.628
C  4.0444  -1.1605  0.2854  -0.024
C  0.5071  3.8434  1.7920  -0.046
C  -1.2589  3.2812  0.1170  -0.070
C  -3.0824  -0.5048  -1.3796  -0.054
C  3.1627  -0.9867  -2.0435  -0.017
C  0.0272  1.4063  1.2261  -0.111
C  -2.8377  -1.1962  -0.0430  -0.672
C  -1.0451  -1.7456  1.6050  -0.094
C  -3.5924  -0.4008  1.0272  -0.018
C  -3.3987  -2.6251  -0.0325  -0.042
C  2.9319  0.9143  -0.4576  -0.038
C  0.0824  2.8353  0.7121  -0.491
H  -2.6445  0.5064  -1.4414  0.077
H  -2.0654  3.1940  0.8575  0.092
H  -1.5552  2.6968  -0.7633  0.049
H  -1.7566  -1.4309  2.3892  0.109
H  1.4837  3.5746  2.2166  0.088
H  -3.2203  0.6282  1.1300  0.093
H  3.8160  -1.0053  1.3450  0.105
H  -4.6521  -0.3401  0.7451  0.115
H  -0.2163  3.8838  2.6077  0.094
H  2.7451  1.2260  0.5747  0.090
H  4.1462  -0.5910  -2.3337  0.116
H  -3.3291  -3.0532  0.9779  0.105
H  3.1739  -2.0769  -2.1900  0.089
H  0.6492  -3.0392  0.2440  -0.007
H  3.9250  1.2770  -0.7363  0.117
H  4.9815  -0.6388  0.0697  0.111
H  0.5977  4.8466  1.3641  0.099
H  2.4024  -0.5663  -2.7173  0.086
H  -3.5591  -0.8835  2.0087  0.089
H  -2.7198  -1.0706  -2.2552  0.046
H  -1.0193  -2.8482  1.6076  0.107
H  -4.4553  -2.6170  -0.3433  0.123
H  4.2301  -2.2239  0.1103  0.095
H  -1.2108  4.3318  -0.1990  0.101
H  -0.8912  1.2219  1.8105  0.089
H  0.8473  2.8950  -0.0776  0.110
H  -4.1745  -0.4041  -1.4913  0.118
H  -0.0601  -1.3618  1.9088  0.084
H  2.1708  -2.7802  1.0788  0.124
H  -2.8892  -3.3271  -0.7118  0.008
H  2.1796  -3.1177  -0.6858  0.098
H  2.2089  1.4012  -1.1225  0.061
H  0.9194  1.1318  1.8178  0.084

## Properties
* orbital gap (alpha / beta): 7.44 / 7.42 eV
* net charge: +2
* multiplicity: 1
* LUMO (alpha / beta): -8.786 / -8.805 eV

=====

| no. | energy (eV) |
| --- | --- |
| 1 | -12485.12747 |
| 2 | -175332.13177 |
| 3 | -52972.86292 |